# 1
The following is a DFT calculation (ωB97M-V/def2-TZVPD) of a structure of composition C17H23Cl5LaNO2P2.

Each line ends with the Mulliken charge.
Element x y z (Å)
La (0.00, 0.00, 0.00)  0.720
P (-2.26, 0.43, -0.39)  0.797
C (-2.12, 0.82, -2.15)  -1.391
C (-0.84, 1.35, -2.64)  1.236
N (0.25, 1.07, -1.89)  0.335
C (1.47, 1.46, -2.32)  0.649
C (1.65, 2.18, -3.50)  -0.961
C (0.52, 2.49, -4.26)  -0.572
C (-0.75, 2.07, -3.84)  -1.064
C (2.65, 1.09, -1.42)  -1.233
P (2.25, -0.42, -0.33)  0.596
H (-1.63, 2.28, -4.42)  0.541
H (2.63, 2.50, -3.82)  0.587
H (0.62, 3.05, -5.18)  0.476
H (3.55, 0.89, -2.01)  0.612
H (2.86, 1.94, -0.77)  0.481
H (-2.27, -1.22, -4.02)  0.326
H (-3.03, 1.08, -2.67)  0.625
H (-0.71, -3.66, -2.60)  0.335
O (-2.05, -2.16, -4.33)  -0.604
H (-2.72, -2.43, -5.03)  0.325
H (-0.28, -1.42, 0.47)  -0.140
O (-0.19, -4.10, -1.82)  -0.626
H (0.56, -3.49, -1.58)  0.231
C (2.79, -1.82, -1.47)  -1.373
H (3.83, -1.68, -1.78)  0.427
H (2.71, -2.78, -0.96)  0.422
H (2.16, -1.85, -2.36)  0.475
C (3.62, -0.35, 0.95)  -1.222
H (3.61, -1.25, 1.56)  0.430
H (4.60, -0.27, 0.47)  0.414
H (3.48, 0.51, 1.60)  0.397
C (-3.03, 1.89, 0.39)  -1.172
H (-4.00, 2.10, -0.06)  0.479
H (-3.17, 1.72, 1.45)  0.399
H (-2.39, 2.77, 0.26)  0.333
C (-3.42, -0.98, -0.24)  -1.212
H (-3.62, -1.18, 0.82)  0.436
H (-4.36, -0.76, -0.74)  0.448
H (-2.99, -1.89, -0.67)  0.407
Cl (-0.51, -0.76, 3.29)  -0.172
C (-0.31, 0.99, 3.27)  0.308
C (-0.09, 1.61, 2.04)  -0.731
C (0.09, 2.99, 1.98)  0.387
Cl (0.38, 3.73, 0.41)  -0.137
C (0.05, 3.76, 3.16)  0.106
Cl (0.28, 5.51, 3.08)  -0.147
C (-0.17, 3.13, 4.40)  0.219
Cl (-0.22, 4.08, 5.88)  -0.121
C (-0.35, 1.74, 4.45)  0.060
Cl (-0.61, 0.93, 6.00)  -0.142

Results
2S+1	1
LUMO (alpha / beta)	-9.515 / -9.217	eV
charge	+2


# 2
The following is a DFT calculation (ωB97M-V/def2-TZVPD) of a structure of composition C18H18AsNO8OsS.

Each line ends with the Mulliken spin population.
Element x y z (Å)
Os (0.46, 0.15, 0.54)  3.393
O (-2.67, 1.81, 0.13)  0.009
As (-2.07, 1.87, 1.77)  0.003
O (-2.61, 3.16, 2.56)  0.009
O (-0.40, 1.80, 1.39)  0.186
C (-2.31, 0.24, 2.78)  0.010
C (-2.29, 0.48, 4.15)  0.005
C (-2.26, -0.58, 5.05)  0.001
C (-2.23, -1.88, 4.58)  -0.002
C (-2.26, -2.12, 3.21)  0.010
C (-2.31, -1.07, 2.32)  0.005
S (-2.45, -1.45, 0.59)  -0.004
O (-2.19, -2.85, 0.45)  0.003
O (-3.71, -0.94, 0.14)  0.007
O (-1.33, -0.65, -0.05)  0.050
H (-3.63, 1.78, 0.09)  0.000
H (-2.31, 1.50, 4.51)  0.000
H (-2.24, -0.39, 6.11)  0.000
H (-2.18, -2.71, 5.27)  0.000
H (-2.24, -3.13, 2.82)  0.000
N (0.12, 1.38, -1.44)  0.167
H (0.90, 1.83, -1.91)  -0.005
H (-0.50, 2.10, -1.07)  -0.007
H (-0.41, 0.83, -2.11)  -0.012
C (1.15, -3.98, -0.09)  0.009
O (1.08, -2.54, -0.26)  -0.007
C (0.98, -1.84, 0.87)  -0.005
O (1.01, -2.31, 1.98)  0.035
H (1.31, -4.38, -1.09)  -0.001
H (0.20, -4.33, 0.32)  0.000
H (1.97, -4.24, 0.57)  0.000
C (5.74, -0.24, -1.50)  -0.024
C (4.45, -0.58, -1.93)  0.059
C (3.36, -0.32, -1.14)  0.029
C (3.51, 0.29, 0.12)  -0.086
C (2.38, 0.59, 0.96)  -0.066
C (2.61, 1.21, 2.18)  0.105
C (3.91, 1.55, 2.60)  -0.047
C (4.99, 1.26, 1.81)  0.137
C (4.81, 0.64, 0.55)  -0.042
C (5.92, 0.36, -0.29)  0.031
H (6.59, -0.45, -2.14)  -0.001
H (4.31, -1.06, -2.89)  0.003
H (2.37, -0.62, -1.48)  0.003
H (1.77, 1.46, 2.82)  0.030
H (4.05, 2.03, 3.56)  0.001
H (5.99, 1.52, 2.12)  0.006
H (6.91, 0.63, 0.05)  0.000

Results
2S+1	5
LUMO (alpha / beta)	0.031 / -2.427	eV